No. 1
{
  "formula": "C5H9NOS",
  "method": "wB97M-V/def2-TZVPD",
  "elements": ["O", "C", "C", "S", "C", "C", "C", "N", "H", "H", "H", "H", "H", "H", "H", "H", "H"],
  "xyz": [[-2.23298, 0.14404, -0.81154], [-1.27859, 0.21502, 0.20484], [-0.65012, 1.55821, 0.42632], [-0.67247, 2.81800, -0.57885], [-0.29622, -0.95880, -0.06416], [0.99375, -1.00127, 0.85175], [1.70793, -0.22152, -0.25025], [0.65183, -0.73095, -1.17328], [-2.27786, 1.04937, -1.23935], [-1.79758, -0.07289, 1.15065], [-0.12945, 1.61907, 1.40816], [-0.94003, -1.89886, -0.18023], [0.91713, -0.55640, 1.85894], [1.31632, -2.06078, 0.85289], [1.62406, 0.84471, -0.05505], [2.75076, -0.60856, -0.43198], [0.31350, -0.13840, -1.96887]],
  "energy_ha": -724.02499,
  "relative_energy_ev": 2.580,
  "homo_ha": -0.3315,
  "lumo_ev": -0.58
}

---

No. 2
{
  "formula": "C5H9NOS",
  "method": "wB97M-V/def2-TZVPD",
  "elements": ["C", "C", "N", "C", "C", "S", "C", "O", "H", "H", "H", "H", "H", "H", "H", "H", "H"],
  "xyz": [[1.87723, 0.44780, 0.02534], [0.70189, -0.49925, -0.04220], [1.14535, -1.75563, -0.25236], [-0.60027, -0.13936, 0.20099], [-1.68464, -1.04659, 0.02476], [-3.27073, -0.71368, -0.03833], [-0.92254, 1.27773, 0.50304], [-1.25284, 2.04937, -0.66142], [2.79471, 0.09217, -0.32639], [1.69413, 1.32450, -0.58910], [2.10501, 0.73687, 1.09500], [0.52586, -2.52980, -0.49099], [2.13413, -1.96505, -0.38572], [-1.35919, -2.04479, -0.16119], [-0.02881, 1.80202, 0.92700], [-1.79044, 1.31301, 1.18544], [-2.06885, 1.65067, -1.01388]],
  "energy_ha": -724.06403,
  "relative_energy_ev": 1.517,
  "homo_ha": -0.3017,
  "lumo_ev": -0.18
}

---

No. 3
{
  "formula": "C5H9NOS",
  "method": "wB97M-V/def2-TZVPD",
  "elements": ["O", "C", "C", "N", "C", "C", "C", "S", "H", "H", "H", "H", "H", "H", "H", "H", "H"],
  "xyz": [[-0.53787, 2.01838, -0.31155], [-0.63156, 0.86414, 0.51209], [-2.03059, 0.21517, 0.24254], [-1.85894, -1.16721, -0.14564], [-0.56711, -1.21403, -0.81554], [0.28146, -0.25468, 0.03576], [1.25878, -0.83175, 0.99642], [2.01691, 0.12000, -0.31735], [0.38815, 2.27772, -0.25678], [-0.45044, 1.10096, 1.59732], [-2.40616, 0.82653, -0.58262], [-2.68345, 0.28712, 1.11787], [-1.77830, -1.76267, 0.63153], [-0.54612, -0.76661, -1.83567], [-0.09433, -2.21263, -0.86557], [1.44108, -1.91212, 0.96254], [1.30868, -0.40802, 1.99334]],
  "energy_ha": -724.06630,
  "relative_energy_ev": 1.456,
  "homo_ha": -0.3280,
  "lumo_ev": 0.75
}

---

No. 4
{
  "formula": "C5H9NOS",
  "method": "wB97M-V/def2-TZVPD",
  "elements": ["N", "C", "C", "S", "C", "C", "C", "O", "H", "H", "H", "H", "H", "H", "H", "H", "H"],
  "xyz": [[-1.59087, -1.07643, -0.39937], [-0.62552, -0.03167, -0.79425], [0.47415, -0.76257, -1.59550], [1.66658, -1.38774, -0.31519], [1.42782, 0.09053, 0.65401], [0.32111, 0.24483, 1.66467], [0.10920, 0.77916, 0.29211], [0.02938, 2.16207, 0.14971], [-1.20612, -1.83540, 0.14693], [-2.39740, -0.71394, 0.20606], [-1.22363, 0.66518, -1.39527], [0.16506, -1.62134, -2.21562], [0.96667, -0.06178, -2.28822], [2.26458, 0.73414, 0.82828], [-0.23476, -0.65709, 1.93628], [0.50760, 0.95845, 2.43633], [-0.65384, 2.51360, 0.68902]],
  "energy_ha": -724.05590,
  "relative_energy_ev": 1.739,
  "homo_ha": -0.3182,
  "lumo_ev": 0.74
}

---

No. 5
{
  "formula": "C5H9NOS",
  "method": "wB97M-V/def2-TZVPD",
  "elements": ["C", "N", "C", "C", "C", "O", "C", "S", "H", "H", "H", "H", "H", "H", "H", "H", "H"],
  "xyz": [[-0.37781, -1.37737, 1.69828], [-0.15664, -0.57609, 0.46646], [1.14435, -0.54585, -0.31277], [0.40212, -0.04374, -1.60881], [-0.46954, 0.96629, -1.04753], [0.42043, 2.03066, -0.78867], [-0.95017, 0.47498, 0.27375], [-2.11753, 1.17552, 1.19982], [0.06154, -0.68196, 2.63638], [-1.42784, -1.44781, 2.04314], [0.15189, -2.41723, 1.70493], [1.90889, 0.22990, 0.05581], [1.71106, -1.64970, -0.23380], [1.14090, 0.61122, -2.15639], [-0.15977, -0.88712, -2.15544], [-1.19629, 1.54472, -1.67882], [-0.08561, 2.59358, -0.09637]],
  "energy_ha": -724.02081,
  "relative_energy_ev": 2.694,
  "homo_ha": -0.3135,
  "lumo_ev": 0.58
}

---

No. 6
{
  "formula": "C5H9NOS",
  "method": "wB97M-V/def2-TZVPD",
  "elements": ["C", "C", "C", "C", "C", "N", "O", "S", "H", "H", "H", "H", "H", "H", "H", "H", "H"],
  "xyz": [[-1.16139, -0.16055, 0.44938], [0.98635, -0.06418, 1.31845], [-0.93248, -0.79931, -0.98230], [1.61850, -0.43831, -0.10057], [0.52819, -1.22518, -1.17303], [-1.34199, 1.34285, 0.56315], [0.62732, 2.86459, 0.51604], [0.23664, 1.62461, 0.98202], [-1.87849, -0.59691, 0.98841], [-1.66547, -1.57924, -1.22254], [-1.12240, 0.22779, -1.38787], [2.32419, 0.26807, -0.50087], [2.23670, -1.38722, 0.03067], [0.64828, -2.21917, -0.85513], [0.65254, -1.20004, -2.42149], [-1.86813, 1.65313, 1.41418], [0.11163, 1.68907, 2.38149]],
  "energy_ha": -723.76597,
  "relative_energy_ev": 9.628,
  "homo_ha": -0.3004,
  "lumo_ev": 0.13
}